Computed, not measured: a 10-piece molecular cluster, C68H156F10N6O21P4S10 overall in a non-equilibrium geometry, with ωB97M-V/def2-TZVPD.

```
275
Properties=species:S:1:pos:R:3
C -1.22 -1.52 -3.79
C -0.77 -1.07 -2.36
C 0.00 0.23 -2.33
O 0.11 0.72 -1.00
C 0.80 1.97 -0.98
N -2.12 -0.96 -1.54
H -1.83 -0.39 -0.76
H -2.79 -0.44 -2.10
H -2.40 -1.89 -1.27
H -1.62 -2.53 -3.85
H -0.21 -1.58 -4.21
H -1.78 -0.83 -4.43
H -0.25 -1.90 -1.86
H -0.52 0.86 -3.05
H 0.93 -0.03 -2.83
H 1.73 1.97 -1.56
H 0.99 2.23 0.06
H 0.11 2.73 -1.33
C -11.28 -3.85 -2.02
C -9.81 -3.40 -2.03
C -9.41 -2.83 -0.67
C -10.05 -1.45 -0.37
P -9.62 -0.80 1.32
C -10.41 0.79 1.60
C -11.96 0.79 1.45
C -12.60 2.18 1.70
C -12.45 2.65 3.11
C -7.82 -0.43 1.40
C -7.39 0.40 2.65
C -6.04 0.97 2.38
C -5.36 1.52 3.62
C -10.25 -1.94 2.59
C -10.21 -1.43 4.04
C -9.32 -2.22 5.03
C -9.65 -2.15 6.60
H -12.02 -3.05 -2.01
H -11.57 -4.51 -1.21
H -11.57 -4.39 -2.92
H -9.83 -2.52 -2.68
H -9.10 -4.13 -2.43
H -8.35 -2.60 -0.79
H -9.48 -3.48 0.19
H -11.14 -1.39 -0.41
H -9.65 -0.66 -1.01
H -9.95 1.46 0.88
H -10.26 1.16 2.62
H -12.39 0.04 2.12
H -12.31 0.58 0.44
H -13.67 2.08 1.47
H -12.09 2.84 1.00
H -12.78 1.89 3.81
H -13.05 3.54 3.31
H -11.42 3.00 3.24
H -7.73 0.18 0.50
H -7.20 -1.33 1.32
H -7.38 -0.34 3.44
H -8.05 1.24 2.87
H -6.10 1.76 1.63
H -5.33 0.25 1.98
H -5.11 0.72 4.31
H -6.05 2.11 4.22
H -4.45 2.11 3.47
H -9.55 -2.78 2.61
H -11.20 -2.39 2.32
H -11.16 -1.22 4.52
H -9.89 -0.40 3.93
H -8.32 -1.83 4.85
H -9.17 -3.23 4.66
H -10.56 -2.65 6.93
H -9.83 -1.10 6.85
H -8.79 -2.51 7.16
C -8.14 7.50 -1.33
C -8.10 9.07 -1.59
C -7.17 9.57 -2.73
C -5.70 8.95 -2.79
P -4.53 9.66 -3.96
C -3.05 8.57 -4.34
C -2.29 8.82 -5.71
C -0.88 8.12 -5.91
C -0.93 6.74 -5.21
C -5.39 9.92 -5.67
C -5.65 8.49 -6.36
C -7.09 8.02 -6.28
C -7.17 6.62 -6.92
C -3.89 11.23 -3.23
C -3.58 12.27 -4.31
C -4.66 13.33 -4.76
C -4.10 14.24 -5.77
H -8.54 6.85 -2.11
H -8.75 7.28 -0.46
H -7.14 7.13 -1.08
H -7.79 9.57 -0.67
H -9.15 9.35 -1.71
H -7.04 10.60 -2.42
H -7.46 9.64 -3.78
H -5.59 7.90 -3.06
H -5.24 8.79 -1.81
H -3.38 7.53 -4.39
H -2.30 8.79 -3.58
H -2.00 9.85 -5.92
H -2.99 8.56 -6.51
H -0.05 8.80 -5.68
H -0.57 7.83 -6.92
H -1.69 6.01 -5.49
H -1.18 6.82 -4.15
H 0.03 6.23 -5.09
H -4.69 10.46 -6.30
H -6.22 10.61 -5.53
H -5.01 7.70 -5.98
H -5.39 8.59 -7.42
H -7.83 8.60 -6.85
H -7.45 7.95 -5.26
H -6.76 6.66 -7.93
H -8.22 6.37 -7.02
H -6.61 5.89 -6.34
H -3.00 10.98 -2.65
H -4.51 11.50 -2.38
H -3.38 11.74 -5.24
H -2.74 12.90 -4.00
H -4.95 13.97 -3.92
H -5.65 12.93 -4.97
H -3.31 14.91 -5.43
H -4.80 14.98 -6.14
H -3.70 13.68 -6.62
C -1.06 -12.01 -1.95
C 0.45 -12.38 -2.16
C 1.46 -11.61 -1.34
C 1.49 -10.08 -1.60
P 2.68 -9.27 -0.42
C 2.51 -7.51 -0.25
C 3.19 -6.85 1.10
C 2.65 -5.39 1.46
C 3.09 -4.39 0.42
C 2.58 -10.11 1.25
C 1.29 -10.05 2.04
C 1.12 -10.99 3.27
C 0.73 -12.45 3.06
C 4.34 -9.82 -0.97
C 5.42 -9.66 0.21
C 6.80 -10.31 -0.35
C 8.01 -10.21 0.66
H -1.58 -12.49 -2.78
H -1.20 -10.95 -2.16
H -1.50 -12.30 -1.00
H 0.63 -12.26 -3.23
H 0.57 -13.45 -2.00
H 2.39 -12.12 -1.58
H 1.21 -11.75 -0.29
H 0.53 -9.70 -1.26
H 1.76 -9.93 -2.65
H 1.47 -7.17 -0.22
H 2.82 -7.13 -1.23
H 4.28 -6.81 1.12
H 2.98 -7.55 1.90
H 3.05 -5.11 2.43
H 1.56 -5.47 1.41
H 4.14 -4.13 0.28
H 2.45 -3.51 0.53
H 2.83 -4.74 -0.57
H 3.31 -9.52 1.80
H 2.93 -11.13 1.09
H 0.47 -10.41 1.42
H 0.96 -9.04 2.30
H 0.24 -10.59 3.78
H 2.04 -10.92 3.86
H 0.19 -12.68 2.14
H 0.34 -12.80 4.01
H 1.54 -13.18 3.06
H 4.46 -9.23 -1.88
H 4.33 -10.83 -1.39
H 5.21 -10.32 1.05
H 5.62 -8.62 0.49
H 7.17 -9.76 -1.21
H 6.55 -11.35 -0.58
H 8.23 -9.16 0.86
H 8.86 -10.66 0.15
H 7.75 -10.81 1.53
C 14.29 -1.27 10.00
C 13.23 -1.34 8.98
C 13.18 -0.19 8.06
C 11.77 -0.27 7.43
P 11.79 0.37 5.73
C 12.85 -0.77 4.73
C 13.81 -0.28 3.55
C 14.38 -1.51 2.78
C 15.45 -0.94 1.81
C 12.56 1.99 5.75
C 11.78 3.14 6.55
C 12.25 4.61 6.27
C 11.93 5.23 4.86
C 10.10 0.39 5.18
C 9.87 0.73 3.69
C 8.44 0.72 3.23
C 7.51 1.74 3.95
H 14.25 -0.28 10.45
H 15.31 -1.40 9.64
H 14.13 -2.05 10.75
H 12.32 -1.31 9.57
H 13.16 -2.25 8.38
H 13.96 -0.38 7.33
H 13.43 0.78 8.49
H 10.97 0.26 7.95
H 11.42 -1.30 7.32
H 12.25 -1.57 4.29
H 13.34 -1.34 5.52
H 14.64 0.24 4.03
H 13.43 0.50 2.89
H 13.52 -1.98 2.30
H 14.92 -2.21 3.42
H 16.26 -0.41 2.32
H 14.99 -0.12 1.25
H 15.83 -1.72 1.16
H 12.52 2.25 4.69
H 13.61 1.97 6.03
H 11.97 3.07 7.62
H 10.69 3.06 6.50
H 13.34 4.64 6.29
H 12.12 5.31 7.09
H 12.81 5.17 4.22
H 11.72 6.26 5.16
H 11.07 4.81 4.34
H 9.51 1.05 5.82
H 9.72 -0.63 5.22
H 10.49 0.08 3.07
H 10.38 1.67 3.47
H 8.15 -0.28 3.55
H 8.34 0.80 2.15
H 8.03 2.41 4.63
H 6.72 1.23 4.50
H 7.19 2.48 3.22
N -3.55 -4.82 0.71
S -3.74 -6.20 0.34
O -5.10 -6.71 0.27
O -2.63 -7.13 0.59
F -3.44 -6.02 -1.35
S -3.84 -5.01 2.41
O -3.04 -5.98 3.19
O -5.28 -4.99 2.69
F -3.31 -3.55 2.94
N 3.53 -7.32 -5.42
S 3.74 -6.06 -6.11
O 2.71 -5.75 -7.14
O 5.04 -5.56 -6.38
F 3.15 -5.16 -4.88
S 3.87 -8.37 -6.80
O 5.25 -8.32 -7.27
O 2.81 -8.66 -7.71
F 3.93 -9.70 -5.92
N -5.33 0.99 -4.07
S -6.28 0.84 -5.24
O -5.70 0.77 -6.60
O -7.63 1.38 -5.07
F -6.45 -0.78 -4.97
S -5.01 2.58 -4.35
O -6.04 3.53 -3.88
O -4.17 2.87 -5.48
F -3.84 2.72 -3.23
N -1.89 8.70 0.67
S -1.89 7.26 1.12
O -3.03 6.78 1.94
O -0.63 6.62 1.41
F -2.13 6.49 -0.30
S -1.16 9.27 2.08
O 0.31 9.26 2.01
O -1.82 9.14 3.37
F -1.35 10.89 1.80
N 7.18 3.58 -5.93
S 6.06 3.55 -4.67
O 5.21 2.42 -4.45
O 5.56 4.84 -4.19
F 7.27 3.31 -3.66
S 6.09 3.51 -7.02
O 5.27 4.70 -7.30
O 5.46 2.19 -7.30
F 7.11 3.50 -8.31
```

Calculated values
**M**: 2028.56 g/mol
**Largest force on an atom**: 13.4 eV Å⁻¹
**Frontier orbital gap**: 0.23312 Eh
**HOMO level**: -7.39 eV
**E_tot**: -10938.36521 hartree
**LUMO energy**: -0.038 Eh